A structure of composition C19H24N4SSeSiW, computed with ωB97M-V/def2-TZVPD.

The value obtained for the largest force on an atom is 0.0143 Eh/bohr. As for the multiplicity: 3. For the electronic energy, the calculation gives -4113.14024 Eh. Its net charge is +2.

Geometry as XYZ:
```
51
Properties=species:S:1:pos:R:3:forces:R:3:nbo_charge:R:1
W -1.066 -0.724 0.011 0.4 0.1 0.6 1.269
Se 0.626 -0.197 1.424 0.0 0.0 0.1 -0.312
S -4.810 2.007 -0.587 0.0 0.0 0.0 0.623
Si 1.762 0.427 4.767 -0.1 -0.1 -0.4 2.023
N -1.191 1.191 -3.739 0.1 0.0 0.0 -0.463
N -0.641 0.043 -1.936 -0.2 -0.1 -0.1 -0.590
N -2.755 0.543 -0.503 0.0 0.0 0.0 -0.519
N -2.193 -2.074 0.950 0.0 -0.1 -0.3 -0.643
C -2.692 1.234 -1.702 0.0 0.0 0.0 0.052
C -1.521 0.876 -2.486 -0.1 0.0 0.0 0.420
C 2.171 -1.132 -4.058 0.0 0.0 0.0 -0.174
C -3.102 -4.126 0.837 -0.1 0.1 0.0 -0.239
C -0.016 0.506 -4.057 -0.1 0.0 0.0 0.090
C 0.773 1.950 4.637 0.0 0.1 0.0 -1.232
C -3.730 2.080 -1.909 0.0 -0.1 0.0 -0.372
C 1.430 -1.059 -2.897 0.0 0.0 0.0 -0.233
C 1.829 -0.390 -5.202 0.0 0.0 0.0 -0.171
C -2.665 -2.388 2.223 -0.1 0.1 0.0 0.118
C -2.057 -3.098 -1.321 -0.1 -0.1 0.0 -0.674
C -2.486 -3.161 0.112 0.2 -0.1 0.0 0.081
C -3.832 0.858 0.175 0.0 -0.1 0.0 -0.103
C -3.216 -3.633 2.178 -0.1 0.0 0.0 -0.256
C 1.180 -0.935 5.824 -0.1 -0.1 0.0 -1.238
C -2.475 -1.463 3.380 0.0 0.0 0.0 -0.640
C 3.405 0.306 3.996 0.1 0.0 0.0 -1.234
C 0.319 -0.222 -2.917 0.0 0.0 0.1 0.169
C 0.730 0.444 -5.227 0.0 0.0 0.0 -0.203
H -2.554 -2.290 -1.878 0.0 0.0 0.0 0.209
H -1.644 -1.787 4.013 0.0 0.0 0.0 0.216
H -4.082 0.406 1.125 0.0 0.0 0.0 0.271
H -2.320 -4.019 -1.839 0.0 0.0 0.0 0.285
H 0.466 1.007 -6.111 0.0 0.0 0.0 0.244
H 1.673 -0.846 6.800 0.0 0.0 0.0 0.305
H 3.459 -0.599 3.385 0.0 0.0 0.0 0.297
H 0.942 2.454 3.686 0.0 0.0 0.0 0.288
H -3.449 -5.078 0.468 0.0 0.0 0.0 0.239
H -3.368 -1.428 4.004 0.0 0.0 0.0 0.243
H -0.289 1.740 4.766 0.0 0.0 0.0 0.282
H 1.697 -1.624 -2.013 0.0 0.0 0.0 0.237
H 1.077 2.636 5.438 0.0 0.0 0.0 0.302
H 4.169 0.212 4.776 0.0 0.0 0.0 0.300
H -2.251 -0.448 3.044 0.0 0.0 0.0 0.201
H 3.036 -1.779 -4.095 0.0 0.0 0.0 0.242
H -3.655 -4.154 3.013 0.0 0.0 0.0 0.237
H -0.964 -3.009 -1.430 0.0 0.0 0.0 0.219
H 1.456 -1.908 5.415 0.0 0.0 0.0 0.294
H 2.442 -0.479 -6.087 0.0 0.0 0.0 0.245
H -1.715 1.787 -4.360 0.0 0.0 0.0 0.448
H 0.104 -0.894 5.988 0.0 0.0 0.0 0.283
H -3.921 2.721 -2.755 0.0 0.0 0.0 0.278
H 3.635 1.171 3.377 0.0 0.0 0.0 0.285
```
Positions in Å, forces in eV/Å.